Entry 1:
ORCA calculation (ωB97M-V/def2-TZVPD) on a cluster of 9 separate species, C41H79N3O25S9 in total.

- LUMO energy: -1.290 eV
- Total charge: 0
- Frontier orbital gap: 6.33 eV
- Molecular weight: 1302.68 g mol⁻¹
- 2S+1: 1
- Structure (SMILES): CC(C)=Nc1c(CC(=O)c2ccccc2)ccc2nsnc12.CCOS(C)(=O)=O.CCOS(C)(=O)=O.CCOS(C)(=O)=O.CCOS(C)(=O)=O.CCOS(C)(=O)=O.CCOS(C)(=O)=O.CCOS(C)(=O)=O.CCOS(C)(=O)=O

Each line ends with the Mulliken charge.
Cartesian coordinates (Å):
S -10.40 2.90 7.62  1.20
S -5.56 7.80 -8.73  1.23
S 5.01 -3.64 3.40  1.09
S 4.47 -5.40 -1.80  1.23
S -8.33 1.99 1.43  0.08
S 8.92 -1.95 8.09  1.24
S -3.87 4.09 -4.69  1.03
S 9.92 -8.79 0.71  1.24
S 3.49 1.55 -1.31  1.04
O 3.13 1.22 -2.85  -0.27
O 9.32 -2.67 6.70  -0.28
O 3.18 -5.80 -2.30  -0.70
O -6.90 8.17 -9.55  -0.27
O 4.83 -5.54 -0.41  -0.48
O 8.58 -8.41 -0.12  -0.30
O -4.42 8.29 -9.46  -0.62
O 7.67 -2.48 8.55  -0.64
O 11.07 -8.32 -0.02  -0.62
O -1.71 -0.57 -2.32  -0.68
O 9.15 -0.53 7.96  -0.61
O -5.76 8.12 -7.34  -0.64
O -9.28 3.16 6.48  -0.30
O -3.83 4.09 -6.13  -0.57
O -10.70 1.49 7.68  -0.63
O -11.44 3.89 7.49  -0.60
O 3.47 0.32 -0.55  -0.53
O 2.75 2.71 -0.89  -0.61
O 6.14 -2.74 3.45  -0.59
O 4.35 -3.73 4.87  -0.29
O 4.77 -3.88 -2.26  -0.32
O -3.97 5.62 -4.17  -0.30
O -2.89 3.39 -3.91  -0.51
O 3.96 -3.49 2.43  -0.52
O 9.72 -8.46 2.09  -0.63
N -4.97 0.53 -1.84  -0.07
N -7.16 2.75 2.44  -0.43
N -7.54 1.29 0.08  -0.41
C -10.50 3.57 4.42  -1.03
C 8.07 -7.09 -0.02  -0.06
C 5.18 2.02 -1.57  -0.99
C 9.81 -10.55 0.51  -0.94
C -5.93 2.48 1.67  0.49
C 1.92 0.52 -3.13  -0.29
C -6.64 10.48 -10.28  -1.00
C -0.82 -3.50 0.90  -0.46
C -5.62 -1.90 -1.10  -0.98
C -9.53 2.68 5.16  -0.16
C 3.90 -2.45 -0.50  -0.73
C -6.15 1.62 0.33  0.49
C -2.36 6.89 -5.48  -0.86
C -5.83 -0.49 -1.82  0.37
C -1.93 -0.11 -1.15  0.54
C -9.40 3.32 9.02  -0.92
C 8.88 -6.11 -0.86  -1.22
C -2.34 -0.94 1.49  0.16
C 8.38 -2.65 5.62  -0.13
C 8.36 -1.30 4.92  -1.06
C 0.71 1.42 -3.03  -0.67
C -3.53 1.78 -0.09  -0.19
C -5.65 6.05 -8.93  -0.90
C -4.93 1.26 -0.58  0.20
C -4.50 2.99 2.13  -0.78
C 5.72 -6.18 -2.78  -0.97
C 5.61 -5.30 3.33  -0.83
C -2.27 1.45 -1.04  -0.29
C -1.39 -3.34 2.34  -0.47
C 2.66 -1.98 4.96  -1.09
C -1.78 -1.13 0.06  0.46
C -3.31 2.62 1.22  -0.24
C 10.23 -2.63 9.07  -0.94
C -5.48 3.58 -4.18  -0.98
C 3.81 -2.87 -1.95  -0.31
C -0.98 -2.45 -0.24  -0.57
C 3.97 -2.51 5.52  -0.23
C -7.43 9.49 -9.44  -0.31
C -7.21 -0.27 -2.66  -1.01
C -2.19 -2.02 2.63  -0.65
C -2.78 6.40 -4.11  -0.24
H -7.13 11.46 -10.29  0.39
H -8.57 2.68 4.64  0.18
H 7.39 -2.93 5.98  0.21
H 1.89 -2.75 4.97  0.26
H 7.04 -7.11 -0.39  0.12
H -5.69 5.81 -9.99  0.35
H 3.83 -2.75 6.58  0.34
H -11.50 3.52 4.86  0.39
H 10.70 -10.99 0.96  0.38
H 4.76 -1.77 5.45  0.22
H 6.38 -5.44 4.09  0.35
H 2.78 -1.64 3.93  0.26
H 4.78 -5.99 3.48  0.37
H -1.28 -4.11 3.18  0.37
H -2.92 -0.01 1.78  0.18
H 4.93 -2.19 -0.24  0.26
H -10.18 4.62 4.47  0.27
H 6.69 -5.74 -2.54  0.15
H -5.32 -1.83 0.00  0.22
H 11.18 -2.38 8.61  0.32
H -1.52 7.59 -5.40  0.41
H -3.00 7.26 -3.47  0.32
H 5.73 -7.25 -2.54  0.40
H -6.88 -0.24 -3.76  0.28
H 8.70 -3.42 4.91  0.22
H 8.03 -6.77 1.02  0.29
H -8.58 2.61 9.10  0.31
H -3.19 7.39 -5.99  0.10
H 0.54 1.74 -2.00  0.04
H -1.37 2.10 -0.74  0.55
H 5.49 -6.04 -3.83  0.40
H -2.66 -1.79 3.65  0.33
H -2.59 1.79 -2.11  -0.11
H 10.16 -2.18 10.07  0.37
H 5.58 2.36 -0.61  0.38
H 2.80 -3.21 -2.20  0.33
H -1.97 5.84 -3.62  0.23
H -0.56 -2.63 -1.29  0.37
H 7.73 -1.35 4.03  0.35
H 8.97 -6.48 -1.89  0.31
H 3.26 -1.59 -0.30  0.45
H -6.53 5.68 -8.42  0.30
H 7.96 -0.53 5.58  0.28
H 6.04 -5.46 2.34  0.18
H 9.89 -5.99 -0.46  0.41
H 9.37 -1.00 4.64  0.36
H -7.47 9.81 -8.39  0.31
H -9.88 1.64 5.19  0.32
H 5.74 1.16 -1.93  0.30
H 9.78 -10.78 -0.55  0.31
H -5.63 2.55 -4.52  0.36
H -5.54 3.62 -3.09  0.24
H -10.03 3.28 9.91  0.37
H -2.04 6.06 -6.11  0.27
H -2.22 2.94 1.43  0.31
H 0.85 2.32 -3.63  0.31
H -5.63 10.61 -9.88  0.30
H 2.01 0.14 -4.15  0.36
H 10.09 -3.71 9.14  0.31
H 4.03 -2.01 -2.59  0.13
H 8.40 -5.13 -0.88  0.39
H -4.75 5.61 -8.49  0.33
H -4.84 -2.51 -1.69  0.25
H 3.60 -3.26 0.17  0.28
H 5.21 2.83 -2.29  0.34
H -8.46 9.45 -9.80  0.27
H -4.38 3.60 3.09  0.33
H -6.54 10.12 -11.31  0.26
H -6.60 -2.50 -1.20  0.40
H 8.92 -10.91 1.02  0.31
H -0.19 0.90 -3.37  0.36
H -9.02 4.34 8.89  0.31
H 2.31 -1.12 5.55  0.42
H -7.70 0.74 -2.43  0.27
H -6.22 4.23 -4.63  0.42
H -7.92 -1.17 -2.49  0.38
H -10.58 3.27 3.37  0.33
H -0.26 -4.46 0.65  0.32
H 1.82 -0.35 -2.47  0.16



Entry 2:
ORCA calculation (ωB97M-V/def2-TZVPD) on a cluster of 5 separate species, C41H79N6O10PS in total.

- LUMO energy: -1.126 eV
- Total charge: 0
- Frontier orbital gap: 7.05 eV
- Molecular weight: 879.16 g mol⁻¹
- 2S+1: 1
- Structure (SMILES): CCC(=O)OCCC1=C(P(C)C)C(=O)C(C[C@H]2CO2)=C(CCCCCCCSc2nnco2)C1=O.COC[C@@H](C)N.COC[C@@H](C)N.COC[C@@H](C)N.COC[C@@H](C)N

Each line ends with the Mulliken charge.
Cartesian coordinates (Å):
S -1.50 -3.03 4.02  -0.27
P 7.02 -1.46 1.27  0.45
O -5.76 -0.74 3.90  -0.14
O -6.63 5.37 -6.70  -0.36
O 7.92 3.18 3.59  -0.58
O 1.86 -1.95 5.23  -0.47
O 0.72 -3.75 5.28  -0.28
O 8.12 1.84 1.81  -0.34
O -6.28 3.02 -3.11  -0.40
O 3.95 2.43 0.06  -0.66
O 6.31 -5.09 -1.97  -0.22
O 4.23 -2.17 2.52  -0.66
N -5.83 7.05 -8.93  -0.73
N -5.50 1.38 -0.86  -0.55
N -6.97 0.59 1.68  -0.56
N 7.00 -4.96 -4.79  -0.74
N 0.92 -3.90 3.09  -0.38
N 2.14 -4.27 3.67  -0.41
C -6.00 -0.20 5.18  -0.81
C 5.34 0.67 0.73  -1.26
C 1.88 -0.93 2.92  1.56
C 7.59 -5.98 -3.91  0.36
C 4.23 -1.07 2.03  0.21
C 0.14 -3.60 4.06  0.53
C 8.02 2.08 3.14  0.62
C 1.63 1.78 1.46  -0.67
C -8.68 0.48 3.41  -1.50
C 2.86 0.91 1.48  -0.02
C 6.47 1.41 0.06  -1.77
C -2.02 -0.73 2.57  -0.64
C -6.11 0.78 -2.05  0.61
C -6.47 5.75 -9.15  0.34
C 7.56 -5.57 -2.43  -0.73
C -6.32 4.80 -7.96  -0.69
C 8.06 0.81 3.95  0.36
C -6.86 -1.33 3.25  -0.88
C 5.38 -6.08 -1.60  -0.78
C 8.28 1.06 5.45  -1.28
C -1.44 -2.14 2.44  -0.54
C 1.10 2.21 2.84  -1.12
C 2.97 -0.27 2.11  -0.57
C -8.00 5.38 -6.36  -0.74
C -0.35 1.86 3.22  0.22
C -1.34 1.67 2.07  -1.26
C 6.88 -2.96 2.29  -1.21
C -1.43 0.24 1.54  -0.80
C -5.02 0.08 -2.86  -1.66
C 7.11 2.43 0.99  -0.63
C 2.15 -0.84 4.43  0.25
C 4.04 1.41 0.71  0.55
C 1.96 -4.16 4.93  0.12
C 6.85 -2.20 -0.40  -1.00
C 6.93 -7.32 -4.19  -1.42
C -7.92 5.99 -9.57  -1.40
C 5.44 -0.52 1.35  1.64
C -7.76 -0.33 2.50  0.28
C -6.93 1.79 -2.86  -0.85
C -5.40 3.02 -4.22  -0.68
C 1.01 -0.75 5.35  -0.69
H -7.44 -1.94 3.95  0.49
H 1.89 -1.99 2.69  0.64
H 8.65 -6.07 -4.18  0.41
H -1.10 2.34 1.24  0.42
H 6.33 2.85 1.64  0.44
H 8.87 0.20 3.54  0.37
H -6.74 -0.80 5.73  0.33
H -1.92 -0.35 3.59  0.39
H -5.96 5.27 -9.99  0.40
H -6.18 7.43 -8.05  0.32
H 1.76 1.80 3.61  0.32
H -2.34 1.94 2.42  0.45
H -3.09 -0.80 2.36  0.40
H -8.39 -0.92 1.83  0.42
H -8.13 1.26 3.94  0.29
H 7.84 -3.46 2.21  0.48
H -2.00 -2.71 1.71  0.57
H -0.37 0.97 3.85  -0.38
H 2.67 -4.35 5.72  0.43
H -6.34 0.83 5.14  0.27
H -6.42 0.06 1.00  0.23
H 1.17 -0.24 6.30  0.40
H 4.71 -5.63 -0.86  0.24
H 3.04 -0.28 4.72  0.74
H -4.39 2.70 -3.95  0.27
H 7.91 2.04 5.74  0.33
H 7.51 -4.09 -4.69  0.27
H -6.43 -2.01 2.51  0.32
H -8.06 5.37 -5.27  0.28
H -5.78 2.38 -5.03  0.27
H -7.81 2.05 -2.27  0.34
H -9.45 0.97 2.82  0.38
H 6.70 -2.71 3.34  0.31
H 6.61 -1.44 -1.14  0.52
H -0.73 2.67 3.85  0.58
H 5.87 -6.94 -1.14  0.36
H -4.84 6.91 -8.76  0.27
H 7.11 0.30 3.78  -0.23
H -8.43 6.67 -8.88  0.28
H -5.27 4.51 -7.89  0.33
H -5.40 -0.25 -3.83  0.38
H -6.24 1.75 -0.26  0.25
H -5.06 -0.23 5.73  0.24
H -6.90 3.88 -8.11  0.42
H -7.95 6.44 -10.56  0.35
H 7.77 0.29 6.02  0.38
H 7.51 3.27 0.42  0.40
H -7.28 1.34 -3.80  0.45
H -8.51 6.28 -6.72  0.26
H -6.26 1.01 2.28  0.26
H 0.03 -1.09 5.06  -0.10
H 7.21 -7.68 -5.18  0.36
H 6.07 -4.75 -4.44  0.32
H -0.46 -0.15 1.20  0.46
H 4.77 -6.42 -2.44  0.25
H -6.81 0.01 -1.71  0.36
H 6.09 -3.64 1.98  0.32
H 6.06 -2.95 -0.39  0.25
H 6.08 1.97 -0.79  0.51
H -5.35 4.05 -4.59  0.27
H 9.34 0.98 5.70  0.29
H 8.26 -4.73 -2.30  0.33
H -9.17 -0.16 4.15  0.36
H -4.65 -0.79 -2.32  0.37
H 1.21 3.29 2.92  0.49
H -2.08 0.25 0.66  0.50
H -8.48 5.05 -9.61  0.35
H 0.88 1.29 0.84  0.46
H -0.40 -2.13 2.11  0.22
H 5.84 -7.24 -4.17  0.28
H 7.78 -2.71 -0.67  0.27
H 0.92 -0.47 2.71  -1.59
H -4.98 2.20 -1.16  0.26
H -4.17 0.74 -3.03  0.30
H 7.91 -6.39 -1.79  0.41
H 7.21 0.71 -0.32  0.41
H 1.92 2.68 0.91  0.49
H 7.23 -8.07 -3.46  0.34
H -8.52 4.49 -6.75  0.33



Entry 3:
ORCA calculation (ωB97M-V/def2-TZVPD) on a cluster of 7 separate species, C41H89ClNO4P in total.

- LUMO energy: 0.302 eV
- Total charge: 0
- Frontier orbital gap: 9.92 eV
- Molecular weight: 726.59 g mol⁻¹
- 2S+1: 1
- Structure (SMILES): CC(=O)OC(=O)CP(Cl)N=C=O.CCCCCC.CCCCCC.CCCCCC.CCCCCC.CCCCCC.CCCCCC

Each line ends with the Mulliken charge.
Cartesian coordinates (Å):
Cl -7.23 7.52 2.56  -0.23
P -7.03 6.12 1.03  0.22
O -4.50 7.58 0.87  -0.21
O -4.41 7.35 -1.37  -0.57
O -2.34 8.21 0.97  -0.51
O -10.23 5.68 2.28  -0.37
N -8.61 5.61 0.54  -0.38
C 5.44 -8.32 -4.30  -0.42
C -5.05 7.40 -0.36  0.60
C -0.49 -3.26 2.92  -1.03
C 0.78 -2.29 0.22  0.28
C -6.55 8.24 -4.89  -1.32
C 0.80 -3.80 2.31  -0.25
C 5.60 2.20 -2.77  -0.39
C 4.38 -6.75 -1.81  -0.45
C 6.49 -7.36 -4.86  -1.18
C 0.02 1.18 3.07  -0.87
C -1.43 -6.05 6.46  -0.37
C 0.34 -3.38 -0.75  -0.95
C -6.55 7.21 -0.39  -0.66
C 0.89 3.05 4.58  -1.01
C 5.49 1.28 -1.55  -0.81
C -4.39 6.89 -7.66  -0.34
C 3.52 -7.79 -1.10  -1.25
C 4.41 0.21 -1.65  -0.55
C -5.41 7.24 -4.73  0.21
C 4.05 -7.70 -4.19  -0.86
C -1.35 -7.25 5.52  -0.70
C 5.98 1.46 -4.05  -1.18
C 1.55 -2.78 1.45  -0.77
C -4.07 7.76 -5.25  -0.72
C -2.64 5.88 0.67  -0.93
C -1.87 -7.37 8.60  -1.23
C -0.75 4.81 3.65  -0.01
C 1.05 2.29 3.26  -0.21
C 1.09 -6.95 4.84  -1.00
C -0.44 3.78 4.74  -0.93
C 0.03 -7.89 5.40  -0.48
C 0.26 5.95 3.58  -1.24
C -3.43 5.71 -7.53  -1.19
C 2.99 0.73 -1.89  -0.47
C 3.95 -6.49 -3.26  -0.23
C -3.10 7.30 0.85  0.68
C -1.00 -6.33 7.90  -0.54
C -9.47 5.58 1.41  0.64
C -4.03 8.06 -6.75  -0.82
C 2.47 1.61 -0.76  -1.24
C 1.50 -4.14 -1.36  -0.91
H -0.97 -4.01 3.55  0.23
H 6.63 -6.49 -4.22  0.28
H -3.29 7.03 -5.01  0.33
H -5.41 6.55 -7.46  0.23
H 0.99 2.34 5.41  0.40
H -3.08 5.26 1.45  0.31
H 1.26 5.59 3.34  0.30
H -6.74 8.46 -5.94  0.37
H -2.46 -5.68 6.46  0.40
H 1.24 -6.08 5.49  0.27
H 0.31 6.48 4.53  0.32
H -3.03 8.42 -7.01  0.38
H -6.81 6.78 -1.36  0.29
H -0.02 6.67 2.81  0.37
H 2.05 1.85 3.24  0.44
H -1.00 1.57 3.03  0.31
H 2.18 -3.47 -1.90  0.29
H 5.38 -9.19 -4.94  0.37
H 2.94 1.27 -2.84  0.41
H 6.93 0.94 -3.93  0.29
H 1.46 -4.12 3.12  0.28
H -4.71 8.90 -6.97  0.32
H 4.66 -0.50 -2.45  0.38
H -3.80 8.67 -4.71  0.39
H -6.33 9.17 -4.38  0.29
H -4.38 7.24 -8.69  0.37
H 0.08 0.45 3.88  0.27
H 2.32 -0.13 -2.00  0.28
H 1.14 -4.88 -2.08  0.39
H -2.41 6.02 -7.77  0.29
H 5.77 -8.68 -3.32  0.23
H 0.36 -8.27 6.38  0.25
H 1.42 -1.57 -0.31  -0.43
H -1.67 -6.93 4.52  0.36
H -2.07 -8.01 5.83  0.35
H -5.67 6.30 -5.22  0.27
H -7.06 8.18 -0.32  0.42
H 0.80 -6.59 3.85  0.15
H 0.04 -6.64 7.93  0.25
H 3.35 -8.47 -3.87  0.34
H 7.46 -7.86 -4.95  0.38
H 3.60 -8.77 -1.58  0.36
H 2.47 -7.50 -1.09  0.26
H -1.81 -8.34 8.11  0.28
H 5.31 1.90 -0.66  0.31
H 2.91 -6.14 -3.26  0.04
H -0.04 -8.76 4.75  0.36
H -2.89 5.49 -0.31  0.47
H 1.71 3.75 4.68  0.35
H -0.83 -5.23 6.06  0.14
H 4.41 -0.38 -0.73  0.29
H -0.34 -4.08 -0.25  0.35
H -0.10 -1.72 0.55  0.32
H 5.43 -7.05 -1.78  0.39
H -0.24 -2.91 -1.55  0.44
H 1.80 -1.92 2.07  0.44
H 3.72 -7.39 -5.19  0.40
H -1.26 3.06 4.79  0.33
H 6.20 -7.01 -5.86  0.29
H -7.47 7.83 -4.47  0.39
H 3.85 -7.91 -0.07  0.37
H -0.81 4.31 2.68  0.11
H -0.44 4.29 5.71  0.42
H 3.07 2.52 -0.64  0.42
H -2.92 -7.05 8.62  0.29
H -1.21 -2.97 2.15  0.34
H 0.58 -4.70 1.73  0.26
H -5.29 7.01 -3.67  -0.09
H 2.05 -7.46 4.75  0.43
H 6.08 2.16 -4.88  0.38
H 1.45 1.93 -0.96  0.43
H -1.06 -5.39 8.46  0.40
H 2.48 1.07 0.18  0.19
H -3.71 4.91 -8.23  0.38
H -1.74 5.23 3.84  0.36
H 1.00 2.98 2.42  0.18
H 0.20 0.65 2.13  0.11
H 5.22 0.73 -4.33  0.28
H 2.50 -3.22 1.14  0.32
H -3.44 5.29 -6.53  0.28
H 6.36 2.95 -2.56  0.38
H 4.54 -5.67 -3.66  0.37
H -1.54 -7.50 9.63  0.38
H 4.66 2.74 -2.92  0.22
H -0.29 -2.38 3.53  0.20
H 4.31 -5.81 -1.26  0.32
H 2.08 -4.68 -0.61  0.17
H -1.56 5.85 0.78  0.21
H 6.45 0.79 -1.39  0.39



Here are the calculated maximum force numbers, same order: 0.1260, 0.0653, 0.0289 (Eh/bohr).